{"formula": "C3H3N3O2", "method": "wB97M-V/def2-TZVPD", "species": ["C", "C", "C", "N", "N", "N", "O", "O", "H", "H", "H"], "coordinates": [[-0.04001, 1.48019, -0.08408], [1.46378, -0.25776, 0.09440], [-1.23710, 0.73883, 0.00583], [1.19315, 1.00238, -0.00045], [0.48372, -1.20719, 0.05756], [-0.80534, -0.79582, 0.02021], [-2.40364, 0.94857, 0.06200], [-1.67400, -1.65881, -0.09829], [-0.11031, 2.54618, -0.23863], [2.48415, -0.58595, 0.18841], [0.64559, -2.21062, -0.00695]], "forces_ev_per_angstrom": [[-0.58, 0.22, -0.09], [0.04, 0.14, -0.10], [1.17, -0.73, 0.17], [0.68, -0.38, 0.12], [-0.81, 1.38, 0.03], [-0.22, -0.98, -0.29], [-0.23, 0.02, -0.13], [0.40, 0.32, 0.18], [-0.24, 0.11, 0.06], [0.06, -0.28, -0.01], [-0.28, 0.17, 0.06]], "e_tot_ev": -11721.1641, "spin_multiplicity": 1}


{"formula": "C4H6IO2", "method": "wB97M-V/def2-TZVPD", "species": ["C", "C", "C", "C", "O", "O", "I", "H", "H", "H", "H", "H", "H"], "coordinates": [[-2.92284, -0.22171, 0.46134], [0.72993, -1.06118, -0.69036], [1.05255, 0.44329, -0.51112], [1.44856, 0.63126, 1.02767], [-3.17359, -0.90168, 1.38397], [-2.71953, 0.46893, -0.44741], [-0.47217, 1.43634, 2.00597], [1.65879, -1.52713, -0.46839], [-0.12174, -1.37632, -0.09271], [0.61300, -1.28343, -1.73391], [0.07129, 1.03508, -0.79699], [1.82878, 0.81628, -1.12624], [2.00696, 1.54026, 0.98818]], "forces_ev_per_angstrom": [[-0.08, -0.22, 1.10], [0.72, 1.58, -0.89], [-3.65, -0.07, 2.14], [-0.68, -0.61, -1.48], [0.17, 0.54, -1.18], [-0.23, -0.40, -0.06], [0.35, 0.06, 0.20], [0.51, -1.01, 0.90], [0.22, -0.09, 0.12], [-0.75, -0.25, -0.84], [1.90, -0.81, 0.35], [1.05, 0.07, -0.80], [0.47, 1.22, 0.44]], "charge": -1, "e_tot_ev": -16440.5284, "spin_multiplicity": 1}


{"formula": "C3H2S3", "method": "wB97M-V/def2-TZVPD", "species": ["C", "C", "C", "S", "S", "S", "H", "H"], "coordinates": [[-0.09108, -0.97838, -1.31990], [-0.36664, 0.74873, 0.82503], [0.58970, 1.50545, 1.04122], [-0.35955, -2.09464, -0.03739], [-0.99089, -0.62660, 1.33249], [1.29698, 2.81621, 1.55899], [0.26921, -1.51709, -2.31667], [-0.34773, 0.14632, -1.08377]], "forces_ev_per_angstrom": [[0.27, -0.06, -1.79], [-0.07, -1.76, 0.02], [0.35, 3.24, 0.90], [0.11, 0.49, -0.48], [-1.38, -1.09, 0.71], [0.87, -0.08, -0.37], [-0.87, 1.77, 2.26], [0.70, -2.51, -1.25]], "e_tot_ev": -35643.7597, "spin_multiplicity": 3, "s2": 2.03}


{"formula": "C12H23N2O2P2Yb", "method": "wB97M-V/def2-TZVPD", "species": ["Yb", "P", "C", "C", "N", "C", "C", "C", "C", "C", "P", "H", "H", "H", "H", "H", "H", "H", "H", "O", "H", "H", "O", "H", "C", "H", "H", "H", "C", "H", "H", "H", "C", "H", "H", "H", "C", "H", "H", "H", "N", "C"], "coordinates": [[0.28507, 2.07493, -0.60109], [2.13219, -0.71184, 0.29620], [2.12384, -1.48986, -1.32539], [1.00105, -1.46251, -2.13555], [-0.14343, -0.74853, -1.85731], [-1.29761, -1.23604, -2.31240], [-1.29838, -2.25366, -3.25331], [-0.14137, -2.79264, -3.77421], [1.02761, -2.28602, -3.24879], [-2.62700, -0.75898, -1.75593], [-2.41871, 0.72246, -0.67722], [1.98120, -2.64369, -3.57530], [-2.20994, -2.65532, -3.59730], [-0.09638, -3.60046, -4.51702], [-3.35744, -0.54417, -2.53803], [-3.11832, -1.51718, -1.13678], [3.35223, 1.19958, -2.65804], [3.09587, -1.39791, -1.89195], [0.47722, 5.14839, -1.97339], [2.46688, 1.51987, -2.55872], [2.37876, 2.38076, -3.00355], [0.53104, 2.91796, 1.55993], [-0.13699, 4.49492, -2.01040], [-0.73930, 4.54469, -1.24801], [-2.55452, 1.99021, -1.99918], [-3.49757, 1.86117, -2.54064], [-2.57689, 3.00200, -1.56658], [-1.74201, 1.88347, -2.73343], [-4.10692, 0.90641, 0.04810], [-4.09836, 1.72893, 0.77708], [-4.89278, 1.12427, -0.68911], [-4.39750, 0.00205, 0.59992], [2.07281, -2.45482, 0.78076], [2.97536, -2.96718, 0.43372], [1.92845, -2.66165, 1.82840], [1.25855, -2.94482, 0.23017], [3.89135, -0.31781, 0.65340], [4.02926, -0.09527, 1.72128], [4.57545, -1.13578, 0.41936], [4.25335, 0.57473, 0.13073], [-0.21175, 1.70358, 3.30423], [0.04225, 2.17286, 2.30085]], "forces_ev_per_angstrom": [[0.10, -2.45, -1.37], [0.29, -0.02, -0.24], [2.44, 3.77, -1.54], [-1.20, 0.69, -1.09], [-0.08, -0.10, 1.66], [0.23, -0.13, -0.26], [-0.27, -0.68, -0.38], [0.61, 0.36, -0.15], [0.13, -1.08, -0.49], [0.46, 0.44, 0.36], [-0.87, 0.27, -0.16], [0.40, -0.36, -0.10], [-1.13, -0.28, -0.18], [-0.33, 0.58, 0.27], [0.11, 0.14, -0.10], [0.41, -0.22, -0.04], [0.90, -0.10, -0.19], [-0.86, -1.06, 0.70], [2.76, 3.50, 0.31], [-2.00, 1.13, 0.70], [0.63, -0.59, -0.22], [-1.12, -1.48, 2.19], [-2.88, -4.76, 0.79], [0.06, 1.08, -0.64], [0.07, 0.31, -0.11], [0.18, 0.08, -0.02], [0.05, -0.08, -0.21], [-0.08, 0.19, 0.02], [0.02, 0.06, 0.51], [0.01, -0.20, -0.18], [0.41, -0.14, -0.01], [0.19, 0.19, -0.13], [-0.66, -1.31, 1.07], [0.05, 0.27, 0.17], [0.03, -0.01, 0.53], [-0.02, 0.19, 0.39], [0.37, 0.28, 0.10], [-0.28, -0.14, -0.19], [-0.17, -0.07, -0.09], [-0.22, -0.08, -0.08], [-0.62, -0.96, 1.13], [1.89, 2.81, -2.75]], "charge": 2, "e_tot_ev": -69981.5267, "spin_multiplicity": 2, "s2": 0.78}


{"formula": "C2H6N4O", "method": "wB97M-V/def2-TZVPD", "species": ["C", "C", "N", "N", "N", "N", "O", "H", "H", "H", "H", "H", "H"], "coordinates": [[1.83808, 0.68069, -0.43434], [1.23432, -0.46275, -0.57426], [-1.98708, 0.51214, 0.19448], [-2.40505, 1.66198, 0.27446], [-2.30497, -0.56519, 0.05648], [0.81431, -1.23663, 0.52540], [-2.01489, -1.75382, 0.12971], [2.15680, 0.82529, 0.63591], [2.45277, 1.16804, -1.25675], [0.84717, -0.80673, -1.50388], [-1.74314, 2.40997, 0.22098], [1.21872, -0.74661, 1.36762], [-0.10704, -1.68639, 0.36420]], "forces_ev_per_angstrom": [[3.30, 1.76, 0.42], [-2.26, -1.64, 0.58], [0.28, 2.42, 0.22], [-1.27, 1.25, 1.06], [0.63, -3.29, -1.28], [1.16, 1.12, -0.72], [-0.64, -0.33, 0.42], [-0.14, 0.67, -1.12], [-1.27, -0.47, 1.20], [0.08, -0.43, -0.84], [0.88, -0.07, -0.49], [-1.73, -1.47, -0.69], [0.98, 0.49, 1.26]], "smiles": "[H]/N=N/N=O.C=CN", "e_tot_ev": -10172.3007, "spin_multiplicity": 1}


{"formula": "C3H10NO2", "method": "wB97M-V/def2-TZVPD", "species": ["O", "C", "C", "C", "N", "H", "H", "H", "H", "H", "H", "H", "H", "H", "H", "O"], "coordinates": [[2.05482, 0.32616, -1.36808], [1.58731, 0.81097, -0.33702], [0.35175, 0.40178, 0.63593], [-0.31572, 1.65121, 1.24804], [-0.25629, -0.50696, -0.45311], [2.17638, 1.70758, 0.06865], [0.71755, -0.16175, 1.53770], [-0.97996, 2.02925, 0.45158], [0.48869, 2.35722, 1.17590], [-0.87660, 1.64588, 2.13606], [0.49155, -1.24930, -0.38719], [-0.26133, -0.09945, -1.40661], [-1.15477, -0.82717, -0.03509], [-2.99274, -2.73393, 0.60840], [-2.47241, -2.33440, -0.73203], [-2.44012, -2.07228, 0.17716]], "forces_ev_per_angstrom": [[-2.72, 0.12, 2.56], [3.40, 1.90, 0.60], [2.08, 0.35, -1.28], [-0.14, -0.13, -4.39], [0.00, -0.80, 2.88], [-0.84, -0.77, -0.23], [-0.11, -0.37, -1.44], [-0.15, 0.13, 0.36], [0.35, 0.69, 0.90], [-0.16, -0.62, 1.29], [-1.49, 0.31, -0.92], [-0.16, -0.20, 0.77], [0.05, -0.57, -1.00], [0.01, 0.15, 0.36], [-0.14, -0.29, -1.00], [0.03, 0.09, 0.54]], "charge": 1, "e_tot_ev": -8849.9870, "spin_multiplicity": 1}


{"formula": "C26H77N3O11", "method": "wB97M-V/def2-TZVPD", "species": ["C", "O", "H", "H", "H", "H", "C", "O", "H", "H", "H", "H", "C", "C", "O", "H", "H", "H", "H", "H", "H", "C", "C", "O", "H", "H", "H", "H", "H", "H", "C", "C", "O", "H", "H", "H", "H", "H", "H", "C", "C", "O", "H", "H", "H", "H", "H", "H", "C", "C", "O", "H", "H", "H", "H", "H", "H", "C", "C", "O", "H", "H", "H", "H", "H", "H", "C", "C", "C", "O", "C", "N", "H", "H", "H", "H", "H", "H", "H", "H", "H", "H", "H", "C", "C", "C", "O", "C", "N", "H", "H", "H", "H", "H", "H", "H", "H", "H", "H", "H", "C", "C", "C", "O", "C", "N", "H", "H", "H", "H", "H", "H", "H", "H", "H", "H", "H"], "coordinates": [[-1.95243, -1.68139, -9.52279], [-3.25693, -1.11272, -9.29243], [-1.91873, -2.50819, -8.81331], [-1.88344, -2.25893, -10.44462], [-1.17431, -0.94195, -9.33349], [-3.78431, -1.40234, -10.04049], [8.00761, -1.23190, 4.99927], [8.07461, 0.10221, 5.44330], [9.01625, -1.59052, 4.79401], [7.70357, -1.95077, 5.76012], [7.49289, -1.26438, 4.03901], [8.61286, 0.59563, 4.82006], [1.40883, 5.98436, 0.42045], [1.47862, 6.23181, -1.11456], [0.28258, 5.65479, -1.55690], [1.05947, 4.96270, 0.56973], [0.76024, 6.66419, 0.97295], [2.38986, 6.12284, 0.87488], [2.25878, 5.54474, -1.44226], [1.59416, 7.28326, -1.37757], [0.31254, 4.72142, -1.77943], [-0.85310, -8.84424, -6.26218], [0.69870, -8.59745, -6.28260], [1.07291, -8.05066, -7.53976], [-1.08876, -9.54282, -7.06501], [-1.50433, -7.97444, -6.34847], [-1.08000, -9.44335, -5.38033], [1.19202, -9.54189, -6.05292], [0.91925, -7.97953, -5.41218], [1.01092, -8.79185, -8.14672], [0.54011, -0.50077, 8.65506], [-0.58102, 0.54093, 8.70857], [-1.11054, 0.46139, 9.97720], [0.29500, -1.46168, 9.10748], [1.42974, -0.11985, 9.15660], [0.84263, -0.59787, 7.61239], [-1.35777, 0.29815, 7.98343], [-0.12729, 1.53138, 8.67379], [-2.04212, 0.68241, 10.04733], [6.02982, -6.84776, -1.06656], [5.62016, -6.14365, 0.15886], [5.91790, -6.62275, 1.35492], [7.08282, -7.10463, -0.95124], [5.80716, -6.33967, -2.00483], [5.44652, -7.76402, -1.15796], [4.54032, -5.99676, 0.18028], [6.11222, -5.17291, 0.21914], [6.84123, -6.37510, 1.44274], [-2.82310, -5.67114, 5.21532], [-4.07575, -5.01374, 4.63209], [-4.78106, -4.36093, 5.68453], [-2.23092, -6.01164, 4.36592], [-3.07456, -6.47248, 5.91011], [-2.23709, -5.02828, 5.87213], [-4.74167, -5.62532, 4.02331], [-3.84935, -4.29175, 3.84752], [-5.21674, -5.00647, 6.24583], [-0.17481, 5.34539, -7.48436], [-1.70666, 5.24708, -7.16032], [-1.91393, 6.47895, -6.45144], [0.13928, 6.23114, -8.03654], [0.13849, 4.52368, -8.12836], [0.55264, 5.17608, -6.69047], [-2.12644, 4.40294, -6.61324], [-2.23472, 5.18842, -8.11205], [-1.65036, 6.40559, -5.53125], [-9.68890, 0.15065, 0.12814], [-11.17102, -0.28021, 0.48767], [-11.87522, 0.71915, 1.40851], [-13.26601, 0.51153, 1.47141], [-14.15773, 1.38940, 2.03600], [-11.87327, -0.21699, -0.76152], [-9.11215, -0.43245, -0.58983], [-9.01746, 0.16416, 0.98667], [-9.70114, 1.19619, -0.17974], [-11.24535, -1.30427, 0.85358], [-11.65724, 1.68693, 0.95686], [-11.37726, 0.76580, 2.37700], [-13.92020, 1.61625, 3.07533], [-15.14841, 0.93483, 2.03059], [-14.25304, 2.29408, 1.43552], [-12.83308, -0.10564, -0.46747], [-11.87728, -1.06839, -1.30484], [8.70290, 5.32121, 0.79805], [9.45320, 6.25836, 1.75917], [8.55028, 7.32804, 2.38827], [9.13200, 8.02832, 3.54381], [8.42843, 9.23244, 3.83165], [9.90687, 5.37004, 2.80896], [7.92832, 5.89510, 0.28936], [8.28987, 4.43116, 1.27273], [9.36698, 4.98824, 0.00041], [10.23779, 6.89130, 1.34455], [7.70946, 6.79012, 2.82619], [8.20207, 8.01224, 1.61451], [7.34323, 9.20258, 3.73392], [8.59797, 9.91675, 3.00033], [8.70879, 9.72527, 4.76257], [10.14501, 6.04153, 3.52484], [10.79696, 5.04435, 2.46001], [-1.76447, -1.43755, -2.78900], [-0.78794, -2.35793, -1.94090], [-0.11060, -1.74618, -0.73027], [0.76581, -0.74627, -1.22953], [1.70973, -0.43617, -0.18324], [-1.60077, -3.49663, -1.49440], [-1.11839, -0.92151, -3.49920], [-2.24284, -0.63850, -2.22265], [-2.48652, -2.03439, -3.34625], [0.07675, -2.60971, -2.55493], [0.32051, -2.52081, -0.09608], [-0.90741, -1.25021, -0.17600], [2.20313, -1.36566, 0.10082], [1.16188, -0.12540, 0.70636], [2.47854, 0.25582, -0.52702], [-1.97772, -4.06155, -2.24196], [-1.17550, -4.14843, -0.85066]], "forces_ev_per_angstrom": [[-1.00, -1.09, 1.09], [0.41, 0.08, -0.84], [0.75, 0.15, 0.52], [0.18, 0.82, -0.57], [-0.05, -0.19, -0.32], [-0.29, 0.23, 0.12], [1.40, -0.20, -0.75], [-0.32, 0.19, 0.70], [0.36, -0.05, -0.24], [-0.85, 0.57, 0.02], [-0.57, -0.52, 0.24], [-0.02, 0.02, 0.02], [0.88, 0.88, -0.05], [-0.09, -2.34, 2.37], [-2.00, 0.86, -1.56], [0.16, 0.07, 0.11], [-0.31, 0.01, -0.34], [0.19, -0.21, 0.10], [0.71, 0.83, -0.42], [-0.12, -0.29, -0.34], [0.59, 0.17, 0.12], [1.11, -1.02, 0.01], [-2.22, -0.14, 0.32], [0.45, 0.00, 0.73], [-0.10, 0.16, -0.36], [0.37, 0.08, 0.12], [-0.22, 0.34, 0.36], [0.14, -0.19, -0.33], [0.42, 0.68, -0.57], [0.04, 0.10, -0.27], [0.45, 0.69, -0.60], [0.79, -0.79, 0.12], [-1.01, -0.40, 2.46], [-0.31, 0.10, -0.23], [-0.07, 0.01, 0.25], [0.01, -0.40, -0.08], [0.20, 0.47, -0.45], [-0.16, 0.19, -1.13], [0.10, 0.12, -0.33], [0.09, -1.62, -0.50], [-2.03, 3.72, -2.06], [1.73, -2.75, 3.43], [0.14, -0.08, -0.55], [0.34, 0.50, 0.25], [0.22, -0.38, 0.13], [-0.20, 0.27, -0.40], [-0.46, 0.90, -1.19], [0.16, -0.55, 0.89], [-0.44, -0.19, -0.48], [0.13, 0.41, 0.52], [-0.28, 0.49, -0.39], [0.33, -0.35, 0.33], [-0.19, -0.48, -0.43], [-0.07, 0.61, -0.53], [-0.03, -0.99, 0.54], [0.49, 0.67, 0.55], [0.06, -0.17, -0.11], [0.14, -2.22, -0.64], [2.21, 1.37, 0.27], [-1.48, 0.18, -0.46], [-0.66, 0.26, 0.27], [-0.25, -0.29, -0.49], [-0.54, 0.46, 0.75], [0.76, -0.25, 0.33], [-0.23, 0.84, 0.06], [0.07, -0.36, -0.06], [-0.24, 0.37, 1.73], [1.39, -0.31, -0.96], [0.85, 1.12, 0.05], [0.72, -2.29, -0.77], [-0.37, 0.81, 0.32], [-1.49, 0.41, -0.82], [-0.81, -0.26, -0.32], [-0.13, -0.16, 0.50], [-0.21, -0.08, -0.40], [0.40, -0.03, 0.66], [-0.20, 0.43, -0.18], [-0.24, -0.33, 0.42], [0.14, 0.26, 0.12], [0.11, -0.26, -0.04], [0.18, 0.41, 0.12], [-0.53, 0.10, -0.51], [0.45, -0.18, 0.09], [0.15, 1.33, -1.12], [-1.11, 0.23, 0.55], [-0.75, -0.54, 1.26], [-0.22, -0.33, -0.84], [-0.11, 0.51, -1.52], [0.92, 0.82, 0.47], [-0.33, -0.20, -0.13], [0.01, 0.41, 0.30], [0.14, -0.10, 0.03], [0.48, -0.55, -0.71], [-0.53, 0.05, -0.23], [0.06, 0.27, 0.06], [-0.34, -0.94, 0.68], [0.66, 0.51, -0.01], [0.25, -0.58, -0.02], [0.40, -0.32, 0.91], [0.31, -0.59, 0.32], [1.92, -0.03, 0.44], [-1.10, -0.47, -0.38], [-1.80, 1.21, -1.03], [1.09, -0.29, 1.15], [-0.48, -0.78, -0.47], [-0.16, -0.16, 0.22], [-0.16, 0.08, -0.25], [-0.21, -0.36, 0.30], [0.02, 0.02, 0.20], [-0.12, -0.43, -0.57], [0.56, 0.02, -0.11], [-0.01, 0.06, 0.62], [0.31, -0.11, 0.02], [0.14, 0.57, 0.05], [-0.43, 0.19, -0.02], [0.02, 0.27, -0.23], [0.44, 0.20, 0.06]], "smiles": "COC[C@H](C)N.COC[C@H](C)N.COC[C@H](C)N.CCO.CCO.CCO.CCO.CCO.CCO.CO.CO", "e_tot_ev": -55194.4043, "spin_multiplicity": 1}